Entry 1:
C22H65N22O13 | ωB97M-V/def2-TZVPD

Geometry as ORCA input:
```
! wB97M-V def2-TZVPD RIJCOSX def2/J DEFGRID3
* xyz -1 1
C -0.02 -3.10 -3.34
O 0.53 -1.81 -3.09
C -0.44 -0.81 -2.76
C -0.42 -0.44 -1.28
C 0.97 -0.18 -0.72
C 1.86 -1.41 -0.46
C 2.01 -1.82 1.01
C 0.66 -2.02 1.72
C 0.74 -2.85 3.01
C -0.38 -2.49 3.99
C -1.71 -2.73 3.29
C -2.34 -1.56 2.59
O -2.26 -0.39 2.91
H -1.01 -3.24 -2.89
H -0.15 -3.21 -4.42
H 0.64 -3.87 -2.96
H -1.44 -1.16 -3.04
H -0.22 0.08 -3.35
H -0.99 -1.17 -0.69
H -0.99 0.50 -1.22
H 1.49 0.49 -1.42
H 0.88 0.38 0.21
H 2.87 -1.16 -0.81
H 1.54 -2.29 -1.01
H 2.55 -1.01 1.50
H 2.60 -2.73 1.05
H 0.25 -1.04 1.98
H -0.01 -2.55 1.03
H 0.64 -3.92 2.70
H 1.72 -2.75 3.49
H -0.33 -3.23 4.81
H -1.70 -3.55 2.52
H -2.46 -3.04 4.04
H -2.94 -1.81 1.69
C -1.36 3.17 0.84
O -0.95 3.65 1.88
N -1.31 3.86 -0.35
N -1.91 1.93 0.75
H -1.62 3.48 -1.22
H -0.91 4.78 -0.32
H -1.96 1.37 1.60
H -2.26 1.54 -0.11
C -5.74 -0.17 4.50
O -5.90 -0.05 3.29
N -6.78 -0.13 5.39
N -4.50 -0.34 5.03
H -6.66 -0.22 6.38
H -7.70 0.00 5.02
H -3.73 -0.35 4.38
H -4.32 -0.43 6.01
C -5.49 4.01 1.67
O -6.26 4.96 1.55
N -5.85 2.83 2.24
N -4.19 4.10 1.25
H -5.23 2.05 2.32
H -6.78 2.74 2.59
H -3.93 4.97 0.82
H -3.52 3.36 1.36
C 2.88 0.22 -5.06
O 3.15 0.52 -3.90
N 3.43 0.89 -6.12
N 2.03 -0.79 -5.38
H 3.23 0.67 -7.07
H 4.07 1.64 -5.91
H 1.59 -1.30 -4.62
H 1.82 -1.03 -6.33
C -2.56 2.81 -2.82
O -2.00 1.75 -2.59
N -2.35 3.50 -3.99
N -3.41 3.40 -1.94
H -2.80 4.37 -4.20
H -1.72 3.09 -4.65
H -3.58 2.93 -1.07
H -3.86 4.29 -2.09
C -2.31 6.52 4.49
O -2.98 7.00 5.40
N -1.23 7.18 3.96
N -2.55 5.31 3.94
H -0.66 6.80 3.23
H -1.01 8.08 4.34
H -3.32 4.78 4.30
H -2.00 4.92 3.19
C 3.77 -4.74 -2.40
O 2.86 -5.32 -1.81
N 3.59 -3.52 -2.99
N 5.01 -5.28 -2.52
H 4.31 -3.03 -3.48
H 2.68 -3.09 -2.91
H 5.18 -6.17 -2.08
H 5.77 -4.82 -2.99
C 6.24 0.03 -1.34
O 7.21 0.27 -0.64
N 5.64 -1.20 -1.36
N 5.67 0.95 -2.17
H 4.84 -1.41 -1.92
H 6.01 -1.90 -0.75
H 6.08 1.86 -2.18
H 4.87 0.75 -2.75
C 3.31 -9.05 -1.01
O 4.53 -9.04 -1.14
N 2.67 -10.10 -0.39
N 2.53 -8.04 -1.45
H 1.68 -10.13 -0.26
H 3.23 -10.85 -0.05
H 2.98 -7.25 -1.87
H 1.53 -8.03 -1.35
C 5.69 -2.03 2.05
O 5.00 -1.04 2.11
N 5.30 -3.23 2.57
N 6.91 -2.02 1.41
H 5.85 -4.07 2.52
H 4.40 -3.27 3.02
H 7.21 -1.15 1.00
H 7.50 -2.83 1.34
C -4.35 7.35 -0.68
O -3.64 6.38 -0.46
N -4.16 8.17 -1.77
N -5.39 7.67 0.13
H -4.73 8.96 -1.96
H -3.39 7.95 -2.37
H -5.59 7.03 0.89
H -5.99 8.45 -0.02
*
```

Summary:
- E: -83278.8887 eV
- Orbital gap: 0.1170 Ha
- Molar mass: 845.90 g/mol

---

Entry 2:
C22H65N3O12 | ωB97M-V/def2-TZVPD

Geometry as ORCA input:
```
! wB97M-V def2-TZVPD RIJCOSX def2/J DEFGRID3
* xyz 0 1
C -2.48 -1.98 3.10
O -2.83 -1.72 1.75
C -4.21 -1.99 1.42
C -4.47 -1.75 -0.04
N -4.29 -0.32 -0.39
C -3.82 -0.12 -1.76
C -3.84 1.38 -2.11
O -3.09 1.68 -3.27
C -3.04 3.05 -3.59
H -1.68 -1.35 3.47
H -2.15 -3.01 3.28
H -3.30 -1.76 3.78
H -4.79 -1.43 2.15
H -4.54 -3.03 1.50
H -5.47 -2.08 -0.33
H -3.76 -2.37 -0.59
H -3.59 0.13 0.18
H -4.43 -0.68 -2.47
H -2.82 -0.55 -1.82
H -3.55 1.96 -1.23
H -4.86 1.69 -2.34
H -2.64 3.71 -2.83
H -4.08 3.32 -3.78
H -2.49 3.12 -4.53
C 0.95 6.33 -0.48
O 0.72 5.02 -0.93
C 0.22 4.88 -2.28
C 0.36 3.47 -2.85
N 1.79 3.29 -3.00
C 2.12 1.89 -3.35
C 2.01 0.90 -2.20
O 3.19 1.08 -1.38
C 4.37 0.48 -1.88
H -0.02 6.84 -0.47
H 1.66 6.90 -1.08
H 1.20 6.33 0.58
H 0.68 5.69 -2.84
H -0.81 5.24 -2.30
H -0.06 3.47 -3.85
H -0.14 2.73 -2.23
H 2.24 3.46 -2.11
H 3.12 1.84 -3.80
H 1.53 1.46 -4.16
H 1.81 -0.14 -2.47
H 1.18 1.13 -1.53
H 4.80 0.81 -2.82
H 4.20 -0.59 -2.01
H 5.17 0.68 -1.16
C 2.60 -0.72 3.64
O 2.47 0.47 2.90
C 1.58 0.35 1.77
C 1.09 1.75 1.40
N 0.16 2.36 2.31
C -0.05 3.77 2.05
C -0.91 4.40 3.19
O -0.07 4.42 4.33
C -0.60 5.18 5.37
H 3.34 -0.52 4.41
H 3.07 -1.50 3.02
H 1.72 -1.15 4.11
H 0.77 -0.38 1.80
H 2.21 0.01 0.95
H 0.65 1.73 0.40
H 1.98 2.36 1.23
H 0.46 2.34 3.28
H -0.46 3.80 1.04
H 0.91 4.28 1.97
H -1.86 3.88 3.32
H -1.19 5.42 2.92
H -0.70 6.22 5.09
H -0.03 5.10 6.30
H -1.55 4.70 5.62
C -1.31 -5.77 1.33
C -1.87 -5.42 -0.02
O -2.06 -6.72 -0.64
H -1.37 -4.95 2.03
H -0.28 -6.11 1.20
H -1.97 -6.45 1.87
H -1.13 -4.84 -0.57
H -2.80 -4.85 0.09
H -2.63 -6.62 -1.40
C 0.90 -2.96 1.15
C 0.52 -2.41 -0.25
O 1.61 -2.42 -1.11
H 1.73 -2.47 1.67
H 1.18 -4.01 1.22
H 0.05 -2.73 1.78
H 0.04 -1.44 -0.15
H -0.29 -2.99 -0.68
H 2.07 -3.26 -1.02
O 2.93 -4.93 -1.33
H 2.50 -5.72 -1.64
H 3.28 -5.17 -0.47
O 4.44 -3.56 -3.40
H 5.26 -4.04 -3.30
H 3.94 -3.76 -2.61
O 0.69 -2.39 -3.65
H 1.48 -1.98 -4.02
H 0.86 -2.45 -2.71
O 3.42 -5.51 1.40
H 4.03 -6.22 1.57
H 3.16 -5.20 2.27
*
```

Summary:
- E: -52902.8406 eV
- Orbital gap: 0.3012 Ha
- Relative energy (zero: lowest compared OMol25 entry of this formula, charge and spin): 54.0 kcal per mole
- Molar mass: 563.77 g/mol
- SMILES string: COCCNCCOC.COCCNCCOC.COCCNCCOC.CCO.CCO.O.O.O.O